(1)
{"formula": "C37H49As3MoN3OPS2", "method": "ωB97M-V/def2-TZVPD", "spin_multiplicity": 3, "de_lowest_kj_mol": 11.9, "s_squared": 2.0301, "charge": 2, "elements": ["C", "C", "H", "C", "H", "H", "H", "H", "H", "C", "H", "C", "H", "H", "C", "C", "C", "P", "H", "C", "C", "H", "H", "C", "C", "As", "C", "H", "H", "C", "C", "C", "H", "C", "As", "H", "H", "H", "H", "C", "H", "C", "H", "H", "C", "O", "C", "H", "N", "C", "H", "H", "S", "H", "H", "C", "C", "H", "H", "C", "C", "C", "C", "H", "N", "H", "As", "C", "C", "H", "H", "C", "H", "C", "S", "C", "H", "N", "H", "H", "H", "H", "C", "C", "H", "Mo", "C", "C", "H", "H", "H", "H", "H", "H", "H", "H", "H"], "xyz": [[-6.16811, -2.79602, 2.91576], [-0.21587, -0.58078, -4.19907], [-0.96557, -0.99412, -4.87568], [-2.89664, 2.50665, -1.82989], [-0.55388, -4.44373, -0.27434], [0.56907, -2.62183, -5.64689], [0.61589, -3.53118, -2.60126], [-3.38384, -2.62710, 5.29036], [-1.33939, 4.61504, 0.29102], [-1.44535, -4.08886, -0.78681], [5.01133, -3.46544, 3.29231], [3.97202, 0.24998, 3.51042], [-3.08948, 4.61680, -1.47313], [3.61803, -0.40025, -0.35459], [-2.58165, 3.70207, -1.20519], [-6.08244, -4.15139, 2.61749], [0.72961, -1.68145, -3.71663], [-2.31730, -1.59485, 2.77193], [-1.64792, -4.71230, -1.65951], [1.37127, -2.31480, -4.96756], [-2.91985, -2.00848, -2.25772], [-5.09362, -0.97022, 3.19946], [3.21545, 1.30829, -0.04366], [5.45643, -1.53725, 4.11662], [-5.02206, -2.02497, 2.95907], [1.43760, 0.21165, -1.47139], [-2.37622, -1.52659, 6.82588], [0.71417, -5.39760, -4.02939], [3.84109, 0.81768, -1.63992], [-3.78372, -2.61188, 2.69290], [-2.01587, -1.17188, 4.47788], [4.71917, -2.42722, 3.34763], [0.32135, 0.19820, -4.74109], [-0.05712, -2.75508, -2.97077], [-1.17587, -2.28295, -1.43480], [-3.64806, -1.69247, -1.51009], [5.66346, 0.48609, 4.79716], [-7.12977, -2.34519, 3.11712], [1.50001, 3.44002, 2.36998], [0.09270, 2.44867, 1.12501], [1.91447, -1.52644, -5.49752], [-2.23434, 1.35493, -1.44463], [-2.29065, -4.11487, -0.10237], [-2.73594, -4.42583, 2.20731], [3.22145, 0.51575, -0.79168], [1.48786, -1.00978, 1.16565], [-1.45127, -0.53698, 7.11271], [-6.98032, -4.75191, 2.58993], [-1.28639, 1.34289, -0.50572], [-4.85162, -4.73663, 2.36153], [0.81900, 4.45776, 1.08385], [1.88737, 1.97298, -3.19731], [-2.48217, 0.06679, 1.60490], [2.37690, -1.90100, -2.31095], [-0.15779, 4.04744, 2.49058], [3.23012, -0.64141, 2.73434], [5.08341, -0.20184, 4.19776], [-0.07371, 0.90520, 6.31331], [-3.65342, 2.45277, -2.59845], [2.04847, -0.17473, 1.99776], [3.26790, -4.12394, -3.18643], [3.60528, -1.98272, 2.65619], [-0.79754, 0.13569, 6.08522], [3.96246, -3.32619, -2.92672], [1.61325, 1.04735, 2.16351], [3.67528, 1.28743, 3.56871], [2.59391, -3.89536, -5.01991], [1.85031, -1.10463, -2.84506], [-3.69848, -3.96759, 2.39466], [-2.88043, -2.04804, 7.62613], [0.15217, 1.97938, -2.81393], [1.15200, 1.89386, -2.39548], [1.32426, 2.70308, -1.68442], [-0.97405, 2.51436, 0.11070], [-0.71656, -2.45378, 1.88096], [0.60271, 3.66901, 1.80363], [-1.23641, -0.28496, 8.14193], [0.54491, 1.25508, 1.32256], [3.83384, -5.05592, -3.20352], [-4.78854, -5.79255, 2.14041], [2.49814, -4.21626, -2.41932], [-0.74933, -0.09918, -3.36982], [-1.60605, 3.70322, -0.22132], [-1.07689, -0.17939, 4.77110], [-2.47691, 0.40222, -1.88962], [-0.32112, -0.42932, 0.40340], [1.26607, -5.34154, -4.96645], [-2.66150, -1.85064, 5.50748], [2.59348, -0.60127, -3.47556], [-0.56937, 0.34752, 3.97610], [0.56769, -5.21684, -5.79320], [-2.87138, -1.28253, -3.06753], [3.01632, -2.66995, 2.06591], [6.32584, -1.88458, 4.65695], [-3.22722, -2.96840, -2.67778], [-0.75166, -3.24530, -3.66244], [1.79264, -6.28325, -5.11444]]}

(2)
{"formula": "C37H49BrCdN2P2S", "method": "ωB97M-V/def2-TZVPD", "spin_multiplicity": 1, "charge": 2, "total_energy_ha": -5370.7567, "elements": ["H", "C", "C", "H", "H", "P", "C", "C", "Cd", "H", "H", "H", "C", "H", "H", "C", "C", "H", "H", "H", "C", "C", "H", "H", "H", "C", "H", "H", "C", "C", "H", "H", "H", "H", "H", "C", "C", "C", "C", "C", "C", "C", "S", "H", "C", "H", "H", "Br", "H", "H", "H", "C", "H", "H", "C", "P", "H", "H", "H", "H", "C", "H", "C", "C", "C", "H", "N", "C", "H", "H", "N", "H", "H", "H", "H", "C", "H", "C", "C", "C", "C", "H", "H", "C", "C", "C", "H", "H", "H", "H", "C", "C", "H"], "xyz": [[3.30749, 0.06349, 1.61490], [-0.60235, 2.68863, -2.33203], [0.48343, 4.76339, 5.07279], [-0.44043, 7.26262, -3.93504], [3.89176, -1.34638, -2.26394], [-2.54881, -3.75671, -2.77872], [3.47922, -0.36184, 0.61216], [-0.70196, 3.70083, -3.30063], [-0.11304, -0.52380, 1.18311], [4.97279, -1.77558, 1.35122], [2.81500, -2.90732, 2.02150], [-0.65084, 8.89418, -5.81199], [-1.23860, -1.10215, 5.95995], [2.60809, -1.18228, -3.46850], [1.19029, 3.57092, -1.49526], [-0.75658, 4.57250, -4.15195], [-1.25756, 6.14543, -7.50674], [0.75965, -5.43457, -3.21658], [-1.18181, 1.84161, 7.01934], [5.61904, -0.25380, 0.73830], [0.54893, -2.05272, 7.28154], [-1.55612, 1.65692, -2.30481], [3.47992, -4.93311, 0.82391], [1.45562, 1.75113, 0.19432], [0.21365, 3.52935, 3.30941], [1.45505, -1.13211, 6.74221], [0.59154, 5.77227, 6.98598], [-3.00709, -2.53802, -0.80984], [3.28902, -4.03152, 0.22855], [0.62137, 1.71435, -0.50950], [1.70393, 0.54426, 5.38278], [-4.65346, -4.25989, 0.26862], [3.42882, 0.47774, -0.09725], [0.89721, -2.79697, 8.00116], [-0.31168, -3.26733, -3.49007], [-0.47644, 2.54817, 5.10222], [-3.08717, -2.20332, -5.01443], [-0.72122, -3.93050, -2.71125], [4.85350, -1.02006, 0.56685], [2.38351, -3.09670, 1.02652], [-1.41642, 0.62658, -1.36178], [-3.08029, -3.61089, -1.04372], [-0.92824, 1.02527, 4.25298], [-1.30878, 4.11249, -6.76333], [1.01647, -0.18701, 5.81128], [2.85813, 0.10787, -2.28863], [-1.95010, -1.45978, -3.29174], [-1.99786, -2.24919, 1.50183], [-1.48891, 5.86020, -8.53459], [0.83419, 1.42052, 3.06692], [-0.87825, -5.82872, -3.77856], [-0.79282, 7.82771, -5.99538], [-3.70199, -1.66067, -2.99285], [-2.38344, 1.67084, -3.02396], [-0.32433, 3.82179, 7.15656], [2.04555, -1.45682, 0.29408], [-5.23791, -3.43792, -1.18824], [-4.63440, -5.11182, -1.29406], [-0.45854, -6.00183, -2.06081], [2.82967, -4.36022, -0.71129], [-0.32157, 0.69828, -0.53061], [-3.78999, -3.01870, -5.23056], [-4.49055, -4.14167, -0.80686], [-0.67247, 6.91715, -4.93852], [-2.82634, -2.08926, -3.50569], [0.95290, 5.57786, 4.52231], [-0.02677, 0.87951, 2.96113], [1.85984, -1.68221, -1.52175], [0.84755, -1.31470, -1.75211], [5.07488, -1.48191, -0.40282], [-1.07880, 7.43427, -7.23313], [-2.15953, -2.39307, -5.56802], [2.50427, -1.14397, 7.04213], [1.39455, -3.55729, 1.18846], [-2.33526, -4.15133, -0.43931], [0.47795, 2.74132, -1.44071], [-1.50831, -2.74070, 7.32407], [2.86902, -0.98144, -2.42121], [-0.32638, -0.17386, 5.44443], [-0.71483, 2.66775, 6.48055], [-1.15693, 5.15990, -6.51788], [1.85431, -2.76272, -1.72243], [4.26277, -3.57972, 0.00392], [-0.86041, 5.55084, -5.20127], [0.07965, 3.61126, 4.38914], [-0.30341, -5.38564, -2.95468], [-0.39395, -3.56700, -1.72495], [-2.27507, -1.06506, 5.62323], [-3.51985, -1.27078, -5.39465], [-0.49094, 3.89929, 8.23181], [0.28092, 4.87150, 6.45441], [-0.79902, -2.03271, 6.89890], [-2.15365, -0.17471, -1.30076]]}